ORCA calculation (ωB97M-V/def2-TZVPD) on a structure of composition C30H43BrN2P2Ti at a distorted geometry.

Geometry (Å):
1 C -2.631 2.642 4.252
2 C -2.702 1.487 3.437
3 C -3.953 1.178 2.833
4 C -5.092 1.740 3.427
5 N -5.012 2.641 4.390
6 C -3.843 3.118 4.763
7 C -1.512 0.686 3.208
8 C -0.520 -0.033 2.922
9 C 0.404 -1.122 2.685
10 C 1.459 -1.151 1.625
11 C 1.831 -2.396 0.913
12 C 1.618 -3.546 1.740
13 C 1.035 -3.456 3.005
14 C 0.419 -2.261 3.487
15 Ti 1.822 -0.802 -0.214
16 P 0.046 1.303 -0.215
17 H -4.060 0.427 2.043
18 H -1.669 3.058 4.571
19 H -6.077 1.378 3.143
20 H -3.835 3.870 5.545
21 H -0.076 -2.173 4.465
22 H 2.322 -0.593 1.826
23 H 1.013 -4.367 3.595
24 H 2.575 -2.513 0.014
25 C 0.429 2.180 -1.838
26 C -0.486 3.294 -2.373
27 H 0.483 1.380 -2.598
28 H 1.455 2.569 -1.711
29 H -0.075 3.661 -3.323
30 H -1.504 2.956 -2.616
31 H -0.548 4.175 -1.720
32 C -1.838 1.225 -0.356
33 C -2.708 2.460 -0.072
34 H -2.099 0.409 0.337
35 H -2.032 0.878 -1.386
36 H -3.743 2.205 -0.343
37 H -2.737 2.729 0.995
38 H -2.444 3.343 -0.674
39 C 0.254 2.639 1.086
40 C 0.032 4.122 0.757
41 H 1.292 2.497 1.434
42 H -0.395 2.311 1.911
43 H 0.276 4.712 1.651
44 H 0.698 4.488 -0.036
45 H -1.006 4.378 0.510
46 Br 2.423 -5.171 0.965
47 P -0.153 -1.881 -1.838
48 C -1.254 -1.063 -3.031
49 C -1.260 -1.574 -4.464
50 H -0.949 -0.009 -3.010
51 H -2.263 -1.120 -2.608
52 H -1.842 -0.891 -5.087
53 H -0.264 -1.628 -4.905
54 H -1.715 -2.562 -4.567
55 C 1.250 -2.622 -2.797
56 C 1.095 -4.091 -3.228
57 H 2.174 -2.524 -2.179
58 H 1.392 -1.985 -3.687
59 H 2.063 -4.451 -3.618
60 H 0.806 -4.754 -2.397
61 H 0.353 -4.203 -4.034
62 C -1.199 -3.202 -1.057
63 C -2.223 -3.880 -1.978
64 H -1.733 -2.665 -0.248
65 H -0.533 -3.945 -0.572
66 H -2.794 -4.621 -1.398
67 H -2.949 -3.165 -2.393
68 H -1.748 -4.406 -2.820
69 C 6.135 1.006 0.205
70 C 5.567 0.907 1.490
71 C 4.209 0.603 1.619
72 N 3.413 0.410 0.519
73 C 3.927 0.665 -0.712
74 C 5.277 0.939 -0.885
75 H 7.208 1.180 0.070
76 H 6.149 0.992 2.405
77 H 3.778 0.354 2.599
78 H 3.164 0.602 -1.528
79 H 5.627 1.026 -1.925

Summary:
charge: +4
molar mass: 621.41 g/mol
orbital gap (alpha / beta): 0.118 / 0.131 Eh
lowest unoccupied orbital energy (alpha / beta): -15.40 / -15.07 eV